Record 1
Here is a gas-phase ion, C26H38BrCl2I2N3O6P (charge +1) from the Open Molecules 2025 dataset. Energies are from ωB97M-V/def2-TZVPD.

```
79
Properties=species:S:1:pos:R:3:forces:R:3:lowdin_charge:R:1
C -1.127 3.713 3.575 0.1264 0.1361 0.0085 -0.05
C -0.015 2.687 3.424 -0.0163 0.1616 0.1290 -0.21
O -0.535 1.406 3.058 0.0075 -0.0977 0.0888 -0.11
C -0.265 1.010 1.762 -0.1902 0.0854 0.2701 -0.13
N -0.167 -0.491 1.784 0.2304 -0.3130 -0.0515 0.15
C -0.150 -1.136 0.648 -0.4344 -0.0392 0.3740 -0.22
N 0.032 -2.464 0.472 0.5120 0.2696 -0.3401 0.01
C 0.987 -3.228 1.280 -0.0270 0.0973 0.5411 -0.28
O 2.133 -2.439 1.377 -0.0206 0.2087 -0.1258 -0.21
C 3.341 -3.150 1.608 0.1000 0.0249 0.3068 -0.09
C -0.714 -3.164 -0.582 -0.1805 0.3273 0.3318 -0.78
Br -1.715 -4.523 0.507 -0.1512 -0.1588 0.1185 0.78
C 0.088 -3.892 -1.650 0.0373 -0.3220 -0.2007 -0.69
I 2.172 -3.621 -1.728 0.0665 -0.0387 -0.2381 1.21
C -0.430 -4.649 -2.623 -0.0669 0.1114 -0.0534 -0.82
C 0.377 -5.338 -3.691 -0.0695 -0.1937 0.2528 -0.23
I -2.478 -4.980 -2.920 -0.0631 0.0161 0.1039 0.99
O -1.654 -2.365 -1.196 0.2010 -0.0647 -0.4727 -0.14
C -1.745 -0.969 -0.942 -0.1472 0.3164 0.3845 -0.31
C -2.346 -0.228 -2.108 0.1451 -0.2196 -0.2584 -0.59
Cl -3.316 1.086 -1.547 -0.1713 0.2215 0.0448 0.81
C -2.242 -0.411 -3.424 -0.0193 -0.0254 0.1511 -0.69
C -2.934 0.435 -4.448 0.2702 0.0917 0.0415 -0.12
Cl -1.230 -1.646 -4.082 0.0858 -0.0520 -0.0945 0.78
N -0.489 -0.397 -0.496 0.0123 -0.2750 -0.3756 0.02
C 0.625 -0.377 -1.475 0.0063 0.0034 -0.2392 -0.19
C 0.841 0.956 -2.178 0.0012 -0.0591 0.0534 -0.16
P 0.997 2.384 -1.105 0.1255 -0.0219 0.0071 0.47
O 1.946 2.146 -0.003 0.0853 0.0566 -0.1219 -0.25
O 1.357 3.573 -2.088 0.0977 -0.0664 0.0721 -0.21
C 2.755 3.919 -2.286 -0.0005 0.3133 -0.1007 -0.25
C 2.858 4.693 -3.575 -0.3532 0.0382 0.0811 -0.07
O -0.475 2.730 -0.646 -0.1004 0.2515 -0.3229 -0.24
C -1.036 4.065 -0.742 -0.1607 0.1359 0.1216 -0.22
C -2.358 4.099 0.013 0.1324 -0.2988 -0.0770 -0.07
C -0.155 -1.137 3.076 0.1389 -0.1106 -0.2987 -0.22
C 0.964 -1.053 3.885 0.0049 0.0723 -0.1918 -0.01
C 0.947 -1.697 5.104 0.0578 -0.1138 0.1824 -0.05
C -0.176 -2.410 5.504 0.0018 -0.0220 0.0929 -0.06
C -1.296 -2.460 4.695 -0.0593 -0.0068 -0.0080 -0.05
C -1.289 -1.812 3.469 -0.1303 -0.1490 -0.0164 -0.01
H -1.511 3.744 4.591 -0.1395 -0.1067 0.0131 0.08
H -1.947 3.498 2.892 -0.0151 -0.0252 -0.0128 0.06
H -0.750 4.708 3.342 0.0120 0.0710 0.0140 0.08
H 0.506 2.555 4.372 0.0497 -0.0437 0.0294 0.12
H 0.722 3.022 2.694 0.0214 -0.1110 -0.1535 0.12
H 0.682 1.403 1.393 -0.0562 -0.0159 0.0157 0.10
H -1.074 1.264 1.079 0.0574 -0.0243 0.0302 0.12
H 0.576 -3.432 2.267 -0.1270 -0.0152 0.1606 0.12
H 1.176 -4.180 0.791 -0.1081 -0.0248 -0.1441 0.08
H 3.929 -3.203 0.694 -0.0097 -0.0723 -0.0443 0.05
H 3.149 -4.154 1.987 -0.0008 -0.0883 -0.0311 0.10
H 3.913 -2.612 2.361 -0.0200 0.0546 0.0176 0.09
H 1.090 -6.016 -3.220 0.1585 0.0824 -0.0308 0.07
H 0.921 -4.615 -4.296 0.0742 0.0303 -0.0515 0.06
H -0.260 -5.939 -4.327 -0.0262 0.0509 -0.1333 0.04
H -2.452 -0.834 -0.118 0.0013 -0.0386 0.1024 0.15
H -4.005 0.465 -4.267 -0.0819 0.0032 -0.0237 0.08
H -2.550 1.455 -4.392 -0.0815 0.0729 0.0367 0.09
H -2.723 0.063 -5.444 -0.1265 -0.0893 -0.0629 0.07
H 1.538 -0.640 -0.944 -0.0049 0.0495 0.1190 0.11
H 0.472 -1.141 -2.236 0.0188 -0.0760 0.0457 0.05
H 0.107 1.165 -2.954 -0.1320 -0.0338 0.0166 0.10
H 1.813 0.873 -2.670 0.0255 0.0614 -0.1314 0.11
H 3.364 3.017 -2.296 0.0131 -0.0943 0.0174 0.11
H 3.061 4.536 -1.444 0.0541 -0.0700 0.1032 0.12
H 2.580 4.080 -4.429 0.1317 -0.0697 -0.0697 0.08
H 2.163 5.531 -3.541 0.0375 0.0923 -0.0036 0.08
H 3.861 5.089 -3.703 0.1052 -0.0634 -0.0654 0.08
H -0.333 4.779 -0.320 0.1302 -0.0283 0.0385 0.12
H -1.167 4.307 -1.793 0.0369 -0.0001 -0.0703 0.12
H -3.207 4.082 -0.664 -0.0754 0.0888 -0.0236 0.07
H -2.430 3.210 0.637 -0.0129 0.0288 0.1038 0.05
H -2.418 4.971 0.657 -0.0849 0.0957 -0.0201 0.08
H 1.830 -0.501 3.553 0.0842 0.0443 -0.0399 0.13
H 1.815 -1.650 5.746 0.0458 0.0073 0.0496 0.11
H -0.180 -2.922 6.455 0.0140 -0.0086 0.0675 0.11
H -2.182 -2.992 5.008 -0.0203 -0.0548 0.0425 0.11
H -2.161 -1.846 2.830 -0.0327 0.0301 -0.0818 0.12
```
Forces are in eV/Å.

Values from the calculation:
- 2S+1 = 1
- SMILES string = CCOCN(C1=[N+](COC)[C@](Br)(/C(I)=C(/C)I)O[C@H](/C(Cl)=C(/C)Cl)N1CCP(=O)(OCC)OCC)c1ccccc1
- charge = +1

***

Record 2
Here is a single C9H13ClN2O2 molecule from the Open Molecules 2025 dataset. Energies are from ωB97M-V/def2-TZVPD.

```
27
Properties=species:S:1:pos:R:3:forces:R:3:lowdin_charge:R:1
C 0.408 -1.344 0.528 -0.1731 0.2296 -0.0911 -0.03
C 0.398 0.169 0.265 0.1565 0.0848 -0.0136 -0.51
C 0.990 0.867 1.496 -0.0963 0.0047 -0.0280 -0.04
C 1.281 0.518 -0.952 -0.0571 -0.0032 0.0733 -0.02
C -1.074 0.601 0.004 -1.4230 -1.6369 1.7738 -0.25
N -1.143 2.085 -0.050 -0.1613 0.3456 -0.1139 -0.34
O -1.314 2.668 0.994 -0.0736 0.2951 0.4059 0.10
O -0.999 2.618 -1.124 0.1888 0.4301 -0.3276 0.10
C -2.024 0.191 1.297 1.6066 0.8766 -2.1145 -0.03
N -3.222 -0.149 1.181 -0.2582 -0.2219 0.8789 0.06
C -3.818 -0.253 -0.056 0.2305 0.0189 -1.0255 -0.75
Cl -5.523 -0.515 0.025 -0.1567 -0.0204 -0.0991 0.67
C -3.154 -0.211 -1.212 -0.1961 -0.0020 0.3334 -0.08
C -1.678 0.029 -1.277 -0.0731 0.0997 -0.0001 -0.11
H -0.273 -1.601 1.336 -0.0276 -0.0934 0.1188 0.09
H 1.409 -1.652 0.813 0.1521 -0.0380 0.0283 0.09
H 0.115 -1.916 -0.348 0.0132 -0.0828 -0.0976 0.08
H 2.039 0.591 1.580 0.0931 -0.0589 0.0027 0.09
H 0.936 1.951 1.417 0.0564 0.0320 0.0015 0.08
H 0.495 0.572 2.417 -0.0264 -0.0213 0.1186 0.08
H 1.871 1.410 -0.753 0.0180 0.0789 -0.0415 0.09
H 0.700 0.714 -1.845 -0.0239 -0.0463 -0.1639 0.07
H 1.967 -0.296 -1.169 0.1258 -0.0750 0.0085 0.09
H -1.581 0.267 2.273 0.1517 -0.0322 0.2595 0.11
H -3.644 -0.379 -2.155 -0.2515 -0.0061 -0.0466 0.11
H -1.193 -0.908 -1.558 0.1173 0.0557 0.0419 0.12
H -1.495 0.742 -2.088 0.0879 -0.2135 0.1179 0.12
```
Forces are in eV/Å.

Values from the calculation:
- 2S+1 = 1
- SMILES string = CC(C)(C)[C@]1([N+](=O)[O-])C=NC(Cl)=CC1
- charge = 0

***

Record 3
Here is a single C5H8N2S3 molecule from the Open Molecules 2025 dataset. Energies are from ωB97M-V/def2-TZVPD.

```
18
Properties=species:S:1:pos:R:3:forces:R:3:lowdin_charge:R:1
C 1.371 -0.893 0.896 2.7216 -2.6348 0.1959 -0.20
C 2.021 -0.118 -0.013 -0.5222 -2.0698 0.1791 -0.26
C -0.312 0.740 0.882 2.1512 -1.0150 -1.9212 -0.73
C -2.025 -1.548 2.544 1.0531 2.0373 -2.4144 -0.35
C 1.179 2.153 -2.639 1.2133 -1.3695 1.8805 -0.33
N 0.194 -0.368 1.410 -0.7978 0.4302 0.7330 -0.46
N 1.259 0.842 -0.475 -3.9915 1.6836 1.8321 -0.45
S -1.638 1.584 0.714 0.1685 0.3550 0.2825 0.71
S -0.290 -1.008 2.983 -1.1609 0.1137 -0.5834 0.88
S 1.823 2.299 -0.937 0.6813 0.9279 -0.9683 0.83
H 1.697 -1.942 1.242 -0.6669 2.1495 -0.4612 0.12
H 2.860 -0.299 -0.670 0.7049 -0.5559 0.8187 0.12
H -2.479 -0.592 1.985 0.8214 -2.4848 0.9908 0.03
H -2.585 -1.711 3.422 -0.4260 -0.1736 1.1671 0.00
H -1.929 -2.481 1.947 -0.4063 0.8838 0.2096 0.04
H 1.355 3.021 -3.166 0.5431 1.5724 -1.4220 0.01
H 0.185 2.015 -2.437 -2.7931 0.0313 0.0524 -0.01
H 1.492 1.199 -3.033 0.7063 0.1187 -0.5712 0.04
```
Forces are in eV/Å.

Values from the calculation:
- 2S+1 = 1
- charge = 0

***

Record 4
Here is a molecular structure, C12H24FGaI2NO from the Open Molecules 2025 dataset. Energies are from ωB97M-V/def2-TZVPD.

```
42
Properties=species:S:1:pos:R:3:forces:R:3:lowdin_charge:R:1
C -1.820 2.400 2.524 -0.0055 0.1292 -0.1032 -0.14
C -1.669 1.455 1.597 0.3422 -0.2332 0.1925 -0.25
Ga -2.175 -0.468 1.937 0.3663 0.1660 0.0803 0.34
C -3.885 -0.390 3.109 -0.0438 0.0029 -0.1826 -0.82
I -3.604 -0.741 5.160 0.0050 0.0062 0.0497 0.73
C -5.083 -0.139 2.608 0.0170 0.0042 0.0913 -0.92
C -5.372 0.121 1.157 0.0478 0.0080 -0.0790 -0.22
I -6.906 -0.069 3.745 -0.0135 -0.0185 -0.0185 0.65
C -0.726 -1.486 2.961 -0.2658 0.1574 -0.4355 -0.40
F -0.005 -0.576 3.794 0.0373 -0.1750 0.2107 -0.15
C 0.277 -2.151 2.018 -0.0097 0.2525 0.4637 -0.28
C 1.316 -1.145 1.496 -0.2237 -0.3290 -0.4097 -0.11
H -1.921 2.148 3.577 -0.5446 0.0222 -0.0571 0.03
H -1.858 3.464 2.280 0.5184 0.0215 0.1181 0.03
H -1.298 1.786 0.622 -0.5844 0.1123 -0.1654 0.01
H -2.538 -1.175 0.538 0.0137 -0.1160 0.0384 -0.03
H -5.855 -0.747 0.701 -0.0513 0.0262 0.0227 0.07
H -6.032 0.980 1.032 -0.0100 0.0015 0.0403 0.05
H -4.447 0.313 0.614 0.0299 -0.0291 0.0459 0.03
H -1.167 -2.221 3.640 0.0825 -0.0280 0.0091 0.05
H 0.779 -2.980 2.533 0.0906 -0.0408 -0.1827 0.09
H -0.288 -2.554 1.174 0.0165 -0.1607 0.0741 0.08
H 0.911 -0.133 1.494 0.0488 0.0131 0.0571 0.06
H 2.231 -1.164 2.085 -0.0303 0.1365 0.0660 0.07
H 1.568 -1.400 0.463 0.2068 0.0627 0.0407 0.05
C 3.065 -0.070 -4.673 0.0492 -0.0448 -0.0569 -0.07
C 3.936 0.543 -3.581 -0.1351 0.0361 -0.0515 -0.44
C 3.564 0.092 -2.162 0.1115 -0.0257 0.0948 -0.22
O 2.402 0.690 -1.637 -0.0055 -0.0091 -0.0880 -0.19
C 1.176 0.098 -2.029 -0.0709 0.1246 0.1297 -0.10
N 3.922 2.001 -3.726 0.0468 0.0001 0.0959 0.03
H 2.088 0.410 -4.719 -0.0046 -0.0090 0.0366 0.06
H 3.539 0.063 -5.646 -0.0120 0.0412 0.0033 0.07
H 2.916 -1.138 -4.509 -0.0134 0.0052 0.0111 0.08
H 4.965 0.207 -3.751 0.0045 -0.0122 0.0407 0.13
H 4.373 0.393 -1.490 -0.0247 0.0175 0.0149 0.12
H 3.487 -1.003 -2.110 -0.0216 0.0017 -0.0516 0.12
H 1.278 -0.985 -2.149 -0.0028 0.0013 -0.0326 0.09
H 0.799 0.537 -2.956 -0.0031 -0.0936 -0.0417 0.08
H 0.452 0.293 -1.239 0.0175 -0.0179 0.0176 0.08
H 4.588 2.410 -3.077 0.0327 -0.0039 -0.0413 0.07
H 3.017 2.333 -3.404 -0.0084 -0.0036 -0.0478 0.07
```
Forces are in eV/Å.

Values from the calculation:
- 2S+1 = 1
- charge = -1

***

Going through the records in order, we get HOMO-LUMO gap values of 8.61, 9.44, 7.62, 7.51 eV.
Going through the records in order, we get calculated total energy values of -6060.15788, -1070.80120, -1499.24453, -3221.61478 Ha.